No. 1
The following is a DFT calculation (ωB97M-V/def2-TZVPD) of a structure of composition C49H63N2OP2RhTe at a distorted geometry.

The geometry in XYZ format:
```
119
Properties=species:S:1:pos:R:3
Rh -1.0205 -0.3545 -0.5741
C 0.7317 -4.3422 -0.0397
C -0.6662 -4.0937 0.5200
C -1.7291 -4.5601 -0.4687
P -0.9033 -2.2737 0.9024
C 0.1228 -2.0278 2.4671
C -0.4888 -0.9212 3.3211
C 0.4432 -3.2551 3.3165
C -2.6337 -2.2518 1.4784
C -3.0709 -2.7930 2.6752
C -4.3749 -2.6131 3.1059
C -5.2456 -1.8401 2.3522
C -4.8451 -1.3199 1.1415
C -3.5546 -1.5652 0.6447
N -3.1201 -1.1353 -0.5728
C -3.9256 -0.9643 -1.6468
C -5.2105 -1.5413 -1.7646
C -6.0253 -1.2530 -2.8349
C -5.6014 -0.3948 -3.8414
C -4.3043 0.0893 -3.8061
C -3.4530 -0.2128 -2.7557
P -1.6905 0.2322 -2.7676
C -1.0221 -0.7182 -4.2501
C -1.4870 -2.1629 -4.0859
C -1.3439 -0.1874 -5.6409
C -1.6889 2.0141 -3.3176
C -0.2674 2.5674 -3.3078
C -2.5835 2.8261 -2.3923
H 0.8802 -5.4102 -0.1951
H 1.5090 -3.9845 0.6343
H 0.8506 -3.8371 -0.9982
H -0.7948 -4.6415 1.4596
H -1.6916 -3.9702 -1.3852
H -2.7271 -4.4715 -0.0416
H -1.5532 -5.6045 -0.7230
H 1.0820 -1.6363 2.0705
H -1.3465 -1.2840 3.8816
H -0.8210 -0.0849 2.7055
H 0.2458 -0.5536 4.0373
H -0.4559 -3.7497 3.6689
H 1.0035 -2.9362 4.1952
H 1.0504 -3.9816 2.7840
H -2.3922 -3.3550 3.2944
H -4.6949 -3.0448 4.0413
H -6.2424 -1.6438 2.7110
H -5.5121 -0.6947 0.5679
H -5.5445 -2.2477 -1.0197
H -7.0095 -1.6940 -2.8881
H -6.2588 -0.1266 -4.6536
H -3.9560 0.7202 -4.6060
H 0.0687 -0.6887 -4.1245
H -2.5543 -2.2480 -4.2882
H -1.3028 -2.4979 -3.0617
H -0.9554 -2.8232 -4.7673
H -2.4123 -0.2031 -5.8372
H -0.8652 -0.8288 -6.3799
H -0.9633 0.8203 -5.7899
H -2.0952 2.0457 -4.3333
H 0.1686 2.4730 -2.3132
H -0.2800 3.6234 -3.5715
H 0.3746 2.0481 -4.0166
H -2.1425 2.8838 -1.4011
H -3.5742 2.3840 -2.3008
H -2.6980 3.8384 -2.7712
C 7.0215 -1.4876 4.7683
C 5.8622 -0.9275 4.0081
C 4.9570 -0.0643 4.6001
C 3.8770 0.4542 3.8951
C 2.9104 1.3320 4.6306
C 3.7208 0.1149 2.5541
Te 1.8794 0.7731 1.5334
N -0.3377 1.1112 0.5918
C -0.5012 2.2878 1.1106
O 0.4999 2.8858 1.6134
C -1.8432 2.9338 1.1351
C -2.9987 2.1765 0.9572
C -4.2375 2.7843 0.9747
C -4.3379 4.1521 1.1701
C -3.1952 4.9057 1.3749
C -1.9497 4.3032 1.3628
C 2.8263 1.6103 -0.1662
C 3.5899 2.7625 0.0138
C 3.7638 3.3842 1.3583
C 4.1969 3.3487 -1.0882
C 4.0602 2.8167 -2.3593
C 4.7192 3.4579 -3.5389
C 3.2812 1.6771 -2.5176
C 2.6534 1.0615 -1.4398
C 1.8586 -0.1847 -1.6738
C 4.5989 -0.7832 1.9460
C 4.3955 -1.2496 0.5390
C 5.6620 -1.2835 2.6791
H 6.9754 -1.2030 5.8159
H 7.9535 -1.1161 4.3428
H 7.0320 -2.5742 4.6978
H 5.0755 0.2056 5.6403
H 3.4427 2.0204 5.2804
H 2.2659 0.7197 5.2602
H 2.2824 1.9045 3.9470
H -2.9174 1.1056 0.8148
H -5.1285 2.1928 0.8318
H -5.3093 4.6237 1.1671
H -3.2788 5.9697 1.5468
H -1.0522 4.8783 1.5379
H 2.9553 3.0714 2.0201
H 3.7488 4.4681 1.2735
H 4.7173 3.0899 1.7930
H 4.7785 4.2478 -0.9438
H 5.4544 4.1919 -3.2234
H 3.9757 3.9634 -4.1537
H 5.2139 2.7116 -4.1562
H 3.1681 1.2581 -3.5088
H 1.6027 -0.2561 -2.7288
H 0.8936 -0.1976 -1.0849
H 2.4270 -1.0772 -1.4150
H 3.3601 -1.5676 0.4088
H 5.0449 -2.0936 0.3194
H 4.6120 -0.4519 -0.1700
H 6.3427 -1.9808 2.2116
```

Calculated values
frontier orbital gap (alpha / beta): 3.202 / 3.269 eV
spin multiplicity: 2
highest occupied orbital energy (alpha / beta): -8.98 / -9.05 eV
max |F|: 4.17 eV/A
calculated total energy: -85733.9786 eV
charge: +1
energy above the lowest of the compared OMol25 structures with the same formula, charge and spin: 2.464 eV

No. 2
The following is a DFT calculation (ωB97M-V/def2-TZVPD) of a cluster of 12 separate species, C32H80N3O15S in total at a distorted geometry.

The geometry in XYZ format:
```
131
Properties=species:S:1:pos:R:3
C -1.8551 -0.6318 -0.7563
C -2.7284 -1.8555 -1.0417
N -3.9899 -1.7623 -1.1051
C -2.1021 -3.2168 -1.3073
C -1.6734 -4.0083 -0.0724
C -0.5365 -4.7871 -0.1919
C 0.2573 -4.8387 -1.4857
O 0.0105 -5.6542 -2.3302
O 1.2835 -3.9551 -1.6433
C -0.0694 -5.5932 0.8712
C -0.7710 -5.5929 2.0240
S -0.2541 -6.6469 3.4091
C 0.9926 -5.7558 4.3472
O 0.2727 -7.8693 2.8602
O -1.3936 -6.9465 4.2328
N -1.8643 -4.8218 2.1556
C -2.3356 -4.0499 1.1661
N -3.5028 -3.3216 1.3903
H -2.3782 0.2385 -1.1767
H -0.8473 -0.7303 -1.1928
H -1.8296 -0.4458 0.3306
H -4.2877 -0.7984 -0.9460
H -2.7273 -3.8627 -1.9366
H -1.1757 -3.0158 -1.8727
H 1.1162 -3.2306 -1.0146
H 0.8239 -6.2138 0.8069
H 1.4385 -5.0070 3.6781
H 1.7339 -6.4624 4.7282
H 0.4769 -5.2143 5.1492
H -2.3692 -4.8412 3.0401
H -3.2036 -2.3718 1.6578
H -3.9766 -3.6615 2.2265
C -1.2518 -9.4232 -0.1470
C -0.0850 -10.3268 -0.4759
O 1.0734 -9.9120 0.2435
H -1.0094 -8.3874 -0.3982
H -2.1482 -9.7194 -0.6946
H -1.4646 -9.4546 0.9248
H 0.1497 -10.2826 -1.5385
H -0.3126 -11.3655 -0.2169
H 0.8678 -9.9608 1.1829
C -6.5670 -0.4306 3.3146
C -5.5826 -0.9315 2.2790
O -4.2720 -1.0808 2.8551
H -6.2403 0.5263 3.7224
H -7.5597 -0.3091 2.8790
H -6.6355 -1.1296 4.1533
H -5.4990 -0.2250 1.4550
H -5.9015 -1.8976 1.8733
H -4.3448 -1.7094 3.5809
C 4.4733 -2.9401 -4.5452
C 4.1306 -1.6502 -3.8256
O 2.7700 -1.6559 -3.3943
H 3.8219 -3.0782 -5.4087
H 5.5106 -2.9361 -4.8837
H 4.3233 -3.8010 -3.8887
H 4.2611 -0.7966 -4.4895
H 4.7763 -1.5082 -2.9509
H 2.6477 -2.4003 -2.7975
C 2.7812 1.2612 -0.5956
C 2.3628 -0.1781 -0.3810
O 1.0961 -0.4357 -0.9963
H 2.0364 1.9426 -0.1836
H 3.7434 1.4640 -0.1228
H 2.8610 1.4826 -1.6617
H 2.2608 -0.3955 0.6826
H 3.1061 -0.8623 -0.8047
H 1.1941 -0.2509 -1.9389
C 3.3671 3.7904 -3.8021
C 1.8594 3.7525 -3.9648
O 1.2095 4.2544 -2.7978
H 3.6738 3.2019 -2.9384
H 3.8658 3.3977 -4.6904
H 3.7128 4.8110 -3.6291
H 1.5144 2.7291 -4.1160
H 1.5477 4.3516 -4.8269
H 1.5035 5.1612 -2.6685
C 7.2650 0.8429 -4.3677
C 6.9213 2.1325 -3.6456
O 5.5607 2.1255 -3.2142
H 6.6135 0.7044 -5.2319
H 8.3020 0.8471 -4.7065
H 7.1151 -0.0182 -3.7104
H 7.0505 2.9882 -4.3067
H 7.5678 2.2707 -2.7725
H 5.4476 1.3766 -2.6211
C -5.2032 2.3445 7.4667
C -4.6855 2.5676 6.0589
O -5.6378 2.1206 5.0947
H -5.4148 1.2860 7.6331
H -4.4744 2.6784 8.2091
H -6.1367 2.8884 7.6221
H -3.7646 2.0082 5.8947
H -4.4804 3.6291 5.8867
H -6.4477 2.6234 5.2336
C -8.5243 5.2327 10.1961
C -8.0882 4.0838 9.3074
O -7.2946 4.5559 8.2181
H -9.0971 5.9618 9.6221
H -9.1383 4.8758 11.0242
H -7.6563 5.7557 10.6051
H -8.9553 3.5779 8.8848
H -7.5055 3.3532 9.8794
H -6.5229 4.9950 8.5902
C 7.7051 4.4613 -3.7093
C 6.9763 5.4198 -2.7863
O 5.9549 4.7376 -2.0592
H 7.0061 4.0019 -4.4106
H 8.4834 4.9777 -4.2738
H 8.1662 3.6509 -3.1387
H 6.5003 6.2142 -3.3605
H 7.6707 5.8775 -2.0757
H 6.3781 4.0434 -1.5454
C -7.9528 -0.7774 -3.4808
C -7.0112 0.3570 -3.1249
O -5.8523 -0.1382 -2.4533
H -8.2581 -1.3154 -2.5823
H -8.8438 -0.4023 -3.9861
H -7.4581 -1.4993 -4.1351
H -7.5000 1.0641 -2.4560
H -6.6963 0.8946 -4.0246
H -5.4121 -0.7562 -3.0458
C 7.0385 9.6884 -3.0755
C 8.5536 9.7120 -3.1583
O 9.0549 8.4710 -3.6501
H 6.7052 8.8802 -2.4224
H 6.6521 10.6336 -2.6908
H 6.6007 9.5074 -4.0607
H 8.9874 9.8717 -2.1722
H 8.8917 10.5170 -3.8187
H 8.6813 8.3336 -4.5259
```

Calculated values
frontier orbital gap: 6.689 eV
highest occupied orbital energy: -11.13 eV
max |F|: 4.22 eV/A
calculated total energy: -80486.5234 eV
charge: +1